# 1
C2H7O2 | ωB97M-V with the def2-TZVPD basis set

Charge = -1
F_max = 2.87 eV Å⁻¹
Relative energy (zero: lowest compared OMol25 entry of this formula, charge and spin) = 13.1 kcal/mol

The geometry in XYZ format:
```
11
Properties=species:S:1:pos:R:3:lowdin_charge:R:1
C -0.6740 0.2848 0.2218 -0.530
O 0.6483 0.3037 -0.0956 -0.321
C -1.3356 1.6717 -0.0997 -0.163
H -0.9093 0.0899 1.3651 0.103
H -1.2720 -0.3580 -0.4264 0.072
H -2.1240 1.9151 0.6200 0.029
H -1.6298 1.8656 -1.2140 0.074
H -0.4992 2.3982 0.0002 0.045
H 0.9898 -1.0569 -0.3185 0.011
H 1.3912 -2.1698 0.8231 -0.072
O 1.3655 -2.1065 -0.1022 -0.248
```

# 2
C63H77Ge2O2P2PbS5 | ωB97M-V with the def2-TZVPD basis set

Charge = +1
F_max = 0.58 eV Å⁻¹
Relative energy (zero: lowest compared OMol25 entry of this formula, charge and spin) = 0.0 kcal/mol

The geometry in XYZ format:
```
152
Properties=species:S:1:pos:R:3:lowdin_charge:R:1
Pb -1.0799 0.5590 -1.0517 0.691
C -0.6975 -1.9014 4.0769 -0.139
P 0.2335 -1.3421 2.6525 0.808
C 0.1777 0.4264 2.6854 -0.162
C 1.8542 -2.0934 2.6733 -0.303
C 2.2188 -2.8960 3.7584 -0.069
C 3.4509 -3.5292 3.7659 -0.055
C 4.3126 -3.3647 2.6917 -0.042
C 3.9524 -2.5592 1.6185 -0.063
C 2.7249 -1.9090 1.5863 -0.350
P 2.1798 -0.8052 0.2061 0.883
C 3.3727 0.5738 0.3461 -0.275
C 2.8568 -1.6948 -1.2445 -0.290
H -0.2438 -1.5508 5.0040 0.074
H -0.7735 -2.9873 4.1006 0.069
H -1.6961 -1.4723 3.9856 0.072
H 0.3579 0.7543 3.7101 0.082
H -0.8394 0.6914 2.3689 0.048
H 0.8938 0.8880 2.0062 -0.018
H 1.5605 -3.0267 4.6041 0.097
H 3.7357 -4.1465 4.6071 0.115
H 5.2718 -3.8661 2.6897 0.117
H 4.6451 -2.4353 0.7960 0.104
H 4.4011 0.2373 0.2000 0.048
H 3.2828 1.0557 1.3205 0.041
H 3.1124 1.3142 -0.4132 0.026
H 3.9293 -1.8709 -1.1576 0.036
H 2.6728 -1.0841 -2.1266 -0.036
H 2.3420 -2.6472 -1.3766 0.047
C 2.6195 7.1013 -6.3516 -0.053
C 1.8411 5.8188 -6.4980 -0.272
C 2.4877 4.5909 -6.5730 -0.028
C 1.7840 3.4012 -6.7209 -0.258
C 2.5155 2.0830 -6.7619 -0.021
C 0.3899 3.4514 -6.7948 -0.192
C -0.2839 4.6739 -6.7283 -0.213
C -1.7905 4.7259 -6.7685 -0.019
C 0.4539 5.8408 -6.5782 -0.017
C -0.4115 2.2009 -6.9516 -0.218
C -0.7353 1.7860 -8.2419 -0.022
C -1.5350 0.6767 -8.4496 -0.044
C -2.0172 -0.0353 -7.3632 -0.025
C -1.6910 0.3375 -6.0636 -0.214
C -0.8770 1.4689 -5.8508 -0.195
Ge -0.2713 1.8928 -4.0393 0.058
S 0.6202 0.1707 -3.0634 0.114
S 1.0163 3.6486 -3.6349 0.399
Ge -0.1254 3.8660 -1.7278 0.102
S 0.3182 2.5603 -0.0288 0.075
S -1.9283 2.7048 -2.6215 0.224
C -0.2363 5.7656 -1.2662 -0.207
C -1.4080 6.5129 -1.4328 -0.218
C -1.4128 7.8702 -1.1217 -0.027
C -0.2713 8.4944 -0.6570 -0.046
C 0.8965 7.7651 -0.5066 -0.019
C 0.9360 6.4074 -0.8049 -0.212
C 2.2516 5.7064 -0.6726 -0.159
C 2.6531 5.1640 0.5501 -0.232
C 1.8034 5.2890 1.7893 -0.048
C 3.8887 4.5278 0.6270 -0.016
C 4.7272 4.4224 -0.4725 -0.264
C 6.0641 3.7343 -0.3718 -0.050
C 4.3235 5.0039 -1.6697 -0.001
C 3.1126 5.6705 -1.7811 -0.219
C 2.7718 6.4060 -3.0544 -0.060
C -2.6715 5.8938 -1.9241 -0.182
C -3.5140 5.2449 -1.0242 -0.234
C -3.1576 5.1600 0.4394 -0.018
C -4.7047 4.7008 -1.4963 -0.024
C -5.0629 4.7738 -2.8352 -0.265
C -6.3477 4.1635 -3.3353 -0.038
C -4.2190 5.4572 -3.7059 -0.011
C -3.0373 6.0393 -3.2664 -0.211
C -2.1720 6.8416 -4.2050 -0.025
C -2.2318 -0.4975 -4.9454 -0.163
C -1.6239 -1.7211 -4.6512 -0.248
C -0.4711 -2.2425 -5.4680 -0.042
C -2.1047 -2.4770 -3.5895 -0.020
C -3.1783 -2.0543 -2.8214 -0.283
C -3.6521 -2.8705 -1.6470 -0.049
C -3.8106 -0.8648 -3.1708 -0.025
C -3.3674 -0.0836 -4.2365 -0.216
C -4.1376 1.1550 -4.6280 -0.044
H 3.6613 6.9062 -6.0977 0.073
H 2.1909 7.7339 -5.5721 0.074
H 2.6054 7.6738 -7.2815 0.085
H 3.5707 4.5557 -6.5040 0.120
H 3.5920 2.2377 -6.7040 0.080
H 2.2956 1.5323 -7.6785 0.088
H 2.2256 1.4377 -5.9271 0.068
H -2.2150 3.8937 -7.3266 0.079
H -2.1347 5.6536 -7.2266 0.087
H -2.2007 4.6766 -5.7553 0.066
H -0.0666 6.7936 -6.5279 0.122
H -0.3674 2.3639 -9.0820 0.129
H -1.7913 0.3711 -9.4563 0.110
H -2.6481 -0.9040 -7.5137 0.127
H -2.3325 8.4313 -1.2452 0.128
H -0.2875 9.5508 -0.4193 0.110
H 1.8021 8.2490 -0.1595 0.128
H 0.7410 5.3389 1.5550 0.063
H 2.0645 6.1968 2.3406 0.091
H 1.9641 4.4364 2.4494 0.071
H 4.1979 4.0974 1.5752 0.117
H 6.1451 3.1583 0.5498 0.070
H 6.8773 4.4631 -0.3797 0.083
H 6.2239 3.0602 -1.2152 0.079
H 4.9797 4.9568 -2.5333 0.123
H 3.4476 6.1172 -3.8588 0.069
H 2.8613 7.4851 -2.9019 0.097
H 1.7517 6.2182 -3.3902 0.038
H -2.8067 6.1221 0.8155 0.087
H -2.3561 4.4362 0.6258 0.069
H -4.0265 4.8676 1.0267 0.068
H -5.3760 4.2210 -0.7926 0.100
H -6.8418 3.5824 -2.5559 0.065
H -6.1630 3.5041 -4.1854 0.070
H -7.0449 4.9348 -3.6677 0.086
H -4.4974 5.5507 -4.7517 0.125
H -2.5515 6.7887 -5.2228 0.064
H -1.1379 6.4858 -4.1996 0.080
H -2.1507 7.8926 -3.9098 0.091
H 0.1525 -1.4361 -5.8481 0.072
H -0.8365 -2.8138 -6.3262 0.092
H 0.1555 -2.9009 -4.8666 0.078
H -1.6162 -3.4182 -3.3532 0.120
H -3.3206 -3.9065 -1.7275 0.083
H -4.7412 -2.8707 -1.5753 0.082
H -3.2564 -2.4663 -0.7089 0.053
H -4.7034 -0.5614 -2.6329 0.096
H -5.1387 1.1306 -4.1953 0.077
H -4.2356 1.2320 -5.7116 0.090
H -3.6493 2.0691 -4.2854 0.005
C -0.6539 -3.1459 0.9317 -0.048
O -0.5721 -1.7768 1.3696 -0.387
H -1.2827 -3.7216 1.6101 0.098
H 0.3405 -3.5888 0.8719 0.091
H -1.1057 -3.1197 -0.0547 0.081
O -3.0003 -0.0613 1.3728 -0.659
S -4.4108 0.3044 1.7903 0.948
C -5.5707 -0.7805 0.8936 -0.298
C -6.3616 0.0712 -0.0998 -0.214
C -6.3892 1.4856 0.4778 -0.225
C -4.9471 1.7694 0.8790 -0.329
H -6.2128 -1.2397 1.6447 0.089
H -4.9531 -1.5515 0.4373 0.061
H -7.3612 -0.3312 -0.2580 0.120
H -5.8519 0.0922 -1.0641 0.089
H -7.0461 1.5333 1.3503 0.121
H -6.7496 2.2146 -0.2454 0.101
H -4.8121 2.6367 1.5196 0.081
H -4.2873 1.8536 0.0085 0.094
```

# 3
C33H26HfN12O5Se | ωB97M-V with the def2-TZVPD basis set

Charge = +2
F_max = 0.40 eV Å⁻¹
Relative energy (zero: lowest compared OMol25 entry of this formula, charge and spin) = 0.0 kcal/mol

The geometry in XYZ format:
```
78
Properties=species:S:1:pos:R:3:lowdin_charge:R:1
Hf 0.1230 0.1123 0.1273 1.643
C 3.5815 -1.8704 1.1423 0.021
C 3.5134 -0.6875 0.2455 -0.300
N 2.4410 0.0221 -0.0996 0.041
C 2.9063 1.0820 -0.8529 -0.123
C 4.2544 1.0090 -0.9796 -0.036
N 4.6062 -0.1162 -0.2858 0.213
C 5.3242 1.8135 -1.6473 -0.461
O 4.9512 2.8886 -2.3038 0.184
O 6.4597 1.4476 -1.5200 0.157
C 1.9338 2.1173 -1.2298 -0.486
O 2.1826 3.0832 -1.9003 0.158
O 0.7553 1.8594 -0.6671 -0.219
H 2.6432 -2.4146 1.1403 0.049
H 3.7923 -1.5416 2.1633 0.096
H 4.3837 -2.5412 0.8369 0.099
H 5.5707 -0.4182 -0.2050 0.193
H 3.9806 3.0424 -2.2917 0.095
N -3.2679 5.7512 3.6971 0.202
C -3.3219 4.4194 3.8899 -0.483
O -3.9958 3.8806 4.7391 0.094
C -2.4798 3.5447 2.9726 -0.075
C -1.7241 3.9791 1.8953 0.035
C -1.0206 3.0571 1.1415 -0.092
N -1.0324 1.7398 1.4068 -0.064
C -1.7687 1.3268 2.4590 -0.119
C -2.4943 2.1822 3.2501 0.042
H -3.8208 6.3342 4.3052 0.133
H -2.6843 6.1959 3.0143 0.099
H -1.6633 5.0183 1.6044 0.123
H -0.4312 3.3680 0.2929 0.113
H -1.7723 0.2648 2.6612 0.096
H -3.0818 1.8201 4.0826 0.135
N 0.5416 -2.1887 -0.1251 0.067
C 0.7651 -3.0143 -0.9008 -0.090
C 1.0359 -4.0053 -1.8710 -0.207
C 2.3106 -4.5821 -1.9530 -0.013
C 2.5505 -5.5098 -2.9447 -0.039
C 1.5416 -5.8433 -3.8460 -0.016
C 0.2829 -5.2618 -3.7658 -0.033
C 0.0160 -4.3411 -2.7700 -0.019
H 3.0871 -4.3051 -1.2517 0.115
H 3.5239 -5.9728 -3.0277 0.122
H 1.7470 -6.5619 -4.6289 0.125
H -0.4865 -5.5035 -4.4852 0.119
H -0.9577 -3.8727 -2.7096 0.096
Se -2.4775 -2.4809 0.7696 1.190
N -2.0178 -0.7853 0.3007 -0.377
C -3.0977 -0.2193 -0.2425 -0.351
C -3.1703 1.0612 -0.8603 -0.037
C -4.3583 1.4615 -1.3828 -0.010
C -5.5459 0.6564 -1.3292 -0.027
C -5.5229 -0.5744 -0.7757 0.017
C -4.2862 -1.0533 -0.2333 -0.349
N -4.1419 -2.2585 0.2699 -0.185
H -2.2990 1.6929 -0.9577 0.093
H -4.4169 2.4237 -1.8764 0.127
H -6.4566 1.0490 -1.7593 0.124
H -6.3893 -1.2198 -0.7345 0.133
C 0.1088 -2.6017 3.1914 -0.007
C 0.7956 -1.2845 3.2445 -0.363
N 0.8315 -0.3421 2.3061 -0.045
C 1.5725 0.7133 2.8357 -0.133
C 1.9744 0.3988 4.0855 -0.032
N 1.4780 -0.8631 4.3209 0.140
H 0.2280 -3.0578 2.2108 0.046
H -0.9562 -2.4895 3.4002 0.066
H 0.5214 -3.2792 3.9375 0.101
H 1.7600 1.6205 2.2835 0.116
H 2.5530 0.9408 4.8135 0.136
H 1.5869 -1.3909 5.1735 0.181
N -0.3670 -0.2684 -1.9090 0.040
C -0.6914 -0.3829 -3.0329 -0.114
C -1.0691 -0.5783 -4.3174 -0.233
C -1.5803 -1.8690 -4.6270 -0.191
N -1.9821 -2.9386 -4.7722 0.178
C -0.9647 0.4958 -5.2462 -0.201
N -0.8968 1.3819 -5.9767 0.177
```

| no. | E (Ha) |
| --- | --- |
| 1 | -230.86377 |
| 2 | -9617.78956 |
| 3 | -4755.60900 |